Entry 1:
CH2Cl2N2 | the ωB97M-V functional and the def2-TZVPD basis

```
! RIJCOSX wB97M-V def2-TZVPD def2/J DEFGRID3
* xyz 0 1
C -0.254 -0.049 -0.345
N -0.294 -0.906 0.777
N 0.753 0.963 -0.016
Cl -1.211 -0.630 2.066
Cl 2.155 0.560 -0.752
H 0.061 -0.499 -1.308
H -1.210 0.560 -0.422
*
```

The value obtained for the frontier orbital gap (alpha / beta) is 8.583 / 8.368 eV. The HOMO energy (alpha / beta) comes out at -0.3570 / -0.3528 Ha.

Entry 2:
C3H5NO2S | the ωB97M-V functional and the def2-TZVPD basis

```
! RIJCOSX wB97M-V def2-TZVPD def2/J DEFGRID3
* xyz 0 1
C -1.147 1.740 -1.577
N -0.383 1.849 -0.338
O 0.496 0.851 -0.213
C 0.893 0.324 1.078
S 1.489 -1.462 0.973
C 0.344 -2.430 0.417
O 0.621 -3.566 -0.164
H -1.859 2.485 -1.501
H -1.158 1.077 -2.569
H -0.134 0.468 1.555
H 1.490 0.880 1.653
H -0.652 -2.216 0.685
*
```

The value obtained for the frontier orbital gap is 9.679 eV. The HOMO energy comes out at -0.3537 Ha.

What strongest force on any atom values result from the calculations? In sequence: 3.3, 8.1 eV Å⁻¹.
What E_tot values result from the calculations? In sequence: -1069.0101, -720.5248 hartree.
What ΔE to the lowest compared entry with this formula, charge and spin values result from the calculations? In sequence: 4.409, 6.032 eV.